{"formula": "C5H7N5OS", "method": "ωB97M-V with the def2-TZVPD basis set", "species": ["N", "C", "N", "C", "C", "C", "N", "N", "C", "N", "O", "S", "H", "H", "H", "H", "H", "H", "H"], "positions_angstrom": [[1.491035, -3.259232, 0.599339], [0.520485, -2.325178, 0.586426], [-0.279769, -2.445793, 1.636840], [-1.373391, -1.682422, 1.647931], [-1.480396, -0.651929, 0.764302], [-0.490387, -0.494040, -0.240742], [0.529432, -1.379867, -0.295327], [-0.452770, 0.623034, -1.070540], [-1.020843, 1.975611, -0.803702], [0.064051, 2.757078, -0.247315], [-2.118529, 1.911159, 0.203479], [-2.811643, 0.566366, 1.035586], [1.311938, -3.943123, 1.445086], [2.435929, -3.154487, 0.137191], [-2.035219, -1.728181, 2.489017], [0.458104, 0.752858, -1.613158], [-1.413870, 2.289738, -1.743455], [0.410214, 2.501391, 0.718265], [0.024246, 3.718122, -0.421107]], "atomic_forces_ev_per_a": [[1.64, -2.68, 1.30], [0.75, -0.57, 1.53], [-2.03, -0.87, 0.60], [1.99, 0.36, 0.06], [-1.32, 1.69, -0.85], [0.36, 0.74, 0.80], [-0.95, 2.23, -1.99], [1.18, -0.36, -0.80], [0.99, -2.46, 3.48], [-0.11, -1.73, 0.24], [0.23, 0.04, -0.32], [1.75, 0.01, -1.91], [1.11, 1.94, -2.56], [-2.03, -0.13, 0.92], [-0.31, -0.36, 0.35], [-1.76, -0.65, 1.24], [-0.27, 0.99, -0.33], [-1.01, 0.32, -1.78], [-0.22, 1.50, 0.02]], "gap_ev": 8.27, "smiles": "Nc1ncc2c(n1)N[C@H](N)OS2", "homo_ev": -7.656, "e_lumo_ev": 0.62}